(1)
A structure of composition C5H4GaO7 in a non-equilibrium geometry, computed with the ωB97M-V functional and the def2-TZVPD basis.

2S+1: 2
E_LUMO (spin up / spin down) in eV: -0.19 / -3.47
Energy relative to the best compared isomer or geometry (same formula, charge and spin) in kcal per mole: 1.2
Net charge: 0
⟨S²⟩: 0.758
Frontier orbital gap (spin up / spin down) in eV: 8.27 / 4.95
E in Eh: -2644.2932

Last column: Mulliken spin population.
Geometry (Å):
O 0.177 -2.687 1.252  0.00
C -0.762 -2.548 0.527  0.00
O -1.640 -3.017 -0.087  0.01
O -0.548 2.400 2.634  0.04
C -0.334 3.492 1.769  0.00
C -0.941 3.019 0.453  0.00
O -1.980 2.180 0.890  0.03
C -1.512 1.456 2.043  -0.03
H -0.856 4.387 2.147  0.00
H 0.740 3.716 1.689  0.00
H -0.204 2.458 -0.150  0.00
H -1.357 3.829 -0.158  0.00
Ga 1.311 -1.420 2.297  0.02
O 0.217 -0.202 2.360  0.01
O -2.451 1.080 2.836  0.82
O -1.115 -0.452 0.589  0.03
C -0.693 0.205 1.579  0.06

Forces on atoms 1 to 2 (eV/Å):
-0.915 0.090 -1.090
-1.499 -2.961 -0.314


(2)
A structure of composition C33H37BrLuN4 in a non-equilibrium geometry, computed with the ωB97M-V functional and the def2-TZVPD basis.

E_LUMO (spin up / spin down) in eV: 2.63 / 2.62
Net charge: -1
Frontier orbital gap (spin up / spin down) in eV: 3.49 / 4.30
E in Eh: -5308.2527

Last column: Löwdin charge in e.
Geometry (Å):
Lu -0.271 0.190 0.964  1.59
N -2.441 2.286 2.674  0.06
N -2.002 1.014 -0.756  -0.19
C 0.389 -2.269 0.861  -0.31
C -0.986 -2.251 1.241  -0.31
C -1.091 -1.573 2.494  -0.32
C -2.349 -1.220 3.206  -0.06
H -3.226 -1.519 2.621  0.07
H -2.436 -0.136 3.390  0.05
H -2.410 -1.733 4.176  0.08
C 0.226 -1.196 2.908  -0.33
C 0.530 -0.364 4.100  -0.05
H 0.673 -0.981 4.998  0.08
H -0.292 0.331 4.324  0.07
H 1.437 0.234 3.965  0.07
C 1.145 -1.628 1.890  -0.32
C 2.615 -1.417 1.865  -0.05
H 2.903 -0.451 2.294  0.06
H 3.007 -1.453 0.840  0.07
H 3.134 -2.200 2.434  0.08
C -2.113 -2.834 0.466  -0.05
H -2.377 -3.836 0.840  0.08
H -1.866 -2.940 -0.597  0.06
H -3.017 -2.214 0.530  0.07
C 0.938 -2.911 -0.364  -0.04
H 1.832 -2.394 -0.736  0.07
H 0.207 -2.906 -1.181  0.06
H 1.213 -3.960 -0.176  0.08
C -2.307 3.381 3.426  -0.18
H -2.579 3.290 4.483  0.10
C -1.817 4.596 2.926  -0.15
H -1.738 5.451 3.593  0.08
C -1.404 4.669 1.595  -0.10
H -0.953 5.583 1.201  0.11
C -1.559 3.551 0.784  -0.05
H -1.229 3.541 -0.254  0.10
C -2.153 2.380 1.338  -0.34
C -2.387 1.153 0.604  -0.27
H -3.115 0.419 0.984  0.10
C -0.916 0.239 -1.153  -0.24
C -2.690 1.474 -1.879  -0.06
H -3.522 2.133 -1.766  0.11
C -2.110 0.900 -2.939  -0.08
H -2.346 0.997 -3.971  0.10
N -1.046 0.125 -2.490  -0.07
C -0.212 -0.745 -3.260  -0.13
C -0.766 -1.896 -3.842  -0.21
C 0.089 -2.787 -4.502  -0.02
H -0.325 -3.682 -4.970  0.11
C 1.466 -2.567 -4.568  -0.29
C 2.370 -3.485 -5.342  -0.07
H 3.329 -3.627 -4.826  0.08
H 2.589 -3.063 -6.334  0.08
H 1.896 -4.463 -5.490  0.07
C 1.999 -1.464 -3.902  -0.02
H 3.078 -1.304 -3.895  0.12
C 1.176 -0.552 -3.236  -0.21
C 1.803 0.570 -2.482  -0.06
H 1.220 1.496 -2.499  0.09
H 2.794 0.773 -2.905  0.08
H 1.967 0.284 -1.431  0.04
C -2.224 -2.209 -3.732  -0.05
H -2.832 -1.598 -4.413  0.08
H -2.599 -2.063 -2.710  0.08
H -2.380 -3.262 -3.999  0.07
Br 1.388 4.615 4.453  0.69
C 1.908 3.544 2.976  -0.71
C 3.127 3.756 2.346  -0.21
C 3.467 2.896 1.300  -0.12
C 2.595 1.892 0.895  -0.20
N 1.366 1.748 1.466  -0.14
C 1.048 2.538 2.539  -0.25
H 3.775 4.563 2.667  0.07
H 4.423 2.992 0.795  0.09
H 2.881 1.172 0.121  0.07
H 0.084 2.376 3.027  0.07

Forces on atoms 1 to 2 (eV/Å):
0.875 0.599 -0.444
-0.203 0.672 0.013


(3)
A structure of composition C21H35GeN3O4Se4SiTe2W in a non-equilibrium geometry, computed with the ωB97M-V functional and the def2-TZVPD basis.

E_LUMO (spin up / spin down) in eV: -2.39 / -2.37
Energy relative to the best compared isomer or geometry (same formula, charge and spin) in kcal per mole: 61.0
Net charge: 0
Frontier orbital gap (spin up / spin down) in eV: 5.61 / 5.74
E in Eh: -13861.7647

Last column: Löwdin charge in e.
Geometry (Å):
W -1.170 0.387 -1.930  0.34
O 4.713 2.426 -1.760  0.13
C 4.797 1.445 -2.648  -0.50
O 5.841 1.134 -3.162  0.11
C 3.546 0.703 -2.977  -0.04
C 3.543 -0.404 -3.790  0.01
N 2.274 -0.848 -3.841  0.04
N 1.442 -0.109 -3.107  0.02
C 2.189 0.847 -2.592  -0.16
C 1.492 1.917 -1.828  -0.55
O 2.118 2.707 -1.142  0.09
O 0.202 1.975 -2.004  -0.27
H 3.779 2.572 -1.460  0.07
H 4.354 -0.882 -4.314  0.14
H 1.930 -1.652 -4.332  0.16
Se -0.121 -1.610 -0.560  0.13
Te -2.383 -2.975 -5.634  0.16
Te -1.622 -2.040 -3.385  0.18
Se -1.689 0.593 -4.271  0.09
C -5.720 -2.111 -4.168  -0.24
Si -5.104 -2.585 -2.471  0.18
C -6.417 -2.221 -1.192  -0.22
C -4.360 -4.288 -2.279  -0.22
Se -3.535 -1.078 -1.837  0.19
H -6.734 -1.717 -4.064  0.03
H -5.750 -2.953 -4.855  0.02
H -5.100 -1.333 -4.611  0.01
H -7.412 -2.307 -1.633  0.04
H -6.318 -1.209 -0.797  0.02
H -6.355 -2.920 -0.356  0.03
H -4.734 -4.733 -1.354  0.04
H -3.277 -4.254 -2.213  -0.01
H -4.634 -4.942 -3.105  0.04
C 1.085 -3.136 4.581  -0.11
C 0.670 -2.218 3.440  -0.30
C 0.056 -0.908 3.929  -0.28
C -0.388 0.050 2.811  -0.32
Ge 0.552 -0.028 1.090  0.57
C 2.493 0.141 1.286  -0.33
C 2.847 1.113 2.416  -0.28
C 4.352 1.190 2.682  -0.26
C 4.900 -0.049 3.381  -0.11
H 1.492 -4.079 4.212  0.07
H 0.234 -3.370 5.224  0.07
H 1.848 -2.665 5.204  0.07
H -0.047 -2.729 2.789  0.11
H 1.543 -1.994 2.818  0.08
H 0.771 -0.408 4.588  0.10
H -0.806 -1.149 4.559  0.11
H -0.256 1.097 3.094  0.06
H -1.445 -0.077 2.570  0.06
H 0.064 1.202 0.315  -0.07
H 2.852 0.540 0.336  0.05
H 2.966 -0.833 1.423  0.06
H 2.339 0.823 3.342  0.09
H 2.475 2.108 2.158  0.11
H 4.566 2.074 3.288  0.11
H 4.873 1.341 1.731  0.11
H 4.375 -0.225 4.324  0.07
H 5.962 0.058 3.606  0.07
H 4.787 -0.945 2.768  0.06
Se -2.755 1.640 -0.457  0.64
C -1.836 3.217 0.109  -0.62
C -1.319 4.173 -0.750  -0.11
C -0.708 5.292 -0.200  -0.13
N -0.600 5.516 1.106  0.06
C -1.124 4.605 1.920  -0.15
C -1.744 3.445 1.478  -0.13
H -1.378 4.057 -1.821  0.10
H -0.281 6.045 -0.853  0.11
H -1.044 4.805 2.984  0.10
H -2.157 2.743 2.190  0.09

Forces on atoms 1 to 2 (eV/Å):
1.050 0.976 0.343
-0.127 0.035 0.028


(4)
A structure of composition C21H19N3O2Ta, computed with the ωB97M-V functional and the def2-TZVPD basis.

E_LUMO in eV: -11.59
Energy relative to the best compared isomer or geometry (same formula, charge and spin) in kcal per mole: 1.0
Net charge: +3
Frontier orbital gap in eV: 6.77
E in Eh: -1182.5297

Last column: natural (NBO) charge in e.
Geometry (Å):
Ta 0.001 0.323 0.282  2.64
O -1.337 1.560 -0.078  -0.73
C -2.608 1.554 -0.612  0.41
C -3.154 2.705 -1.112  -0.27
C -4.459 2.643 -1.610  -0.04
C -5.201 1.464 -1.592  -0.21
C -4.647 0.318 -1.072  -0.06
C -3.319 0.327 -0.582  -0.26
C -2.801 -0.851 -0.019  0.28
N -1.569 -1.065 0.421  -0.68
C -1.309 -2.299 1.198  -0.24
C -0.603 -1.815 2.448  -0.23
N 0.444 -0.858 1.994  -0.67
C 1.559 -0.846 2.707  0.28
C 2.681 -0.019 2.546  -0.25
C 3.777 -0.155 3.426  -0.05
C 4.868 0.679 3.300  -0.21
C 4.880 1.653 2.307  -0.05
C 3.810 1.820 1.421  -0.26
C 2.739 0.978 1.557  0.40
O 1.641 1.094 0.733  -0.73
H -2.601 3.634 -1.101  0.27
H -4.906 3.545 -2.006  0.27
H -6.213 1.457 -1.973  0.27
H -5.219 -0.602 -1.040  0.25
H -3.505 -1.675 0.089  0.24
H -0.669 -2.972 0.623  0.22
H -2.241 -2.813 1.428  0.25
H -0.149 -2.634 3.004  0.25
H -1.303 -1.291 3.100  0.24
H 1.611 -1.562 3.525  0.24
H 3.752 -0.914 4.198  0.25
H 5.708 0.582 3.972  0.27
H 5.737 2.308 2.215  0.27
H 3.825 2.593 0.666  0.26
C 1.285 -1.080 -4.228  -0.03
C 1.868 0.007 -3.587  -0.20
C 1.496 0.302 -2.300  0.07
N 0.557 -0.429 -1.625  -0.63
C -0.009 -1.490 -2.267  0.08
C 0.336 -1.837 -3.548  -0.21
H 1.567 -1.335 -5.242  0.28
H 2.613 0.619 -4.076  0.28
H 1.943 1.132 -1.768  0.24
H -0.740 -2.058 -1.713  0.23
H -0.135 -2.694 -4.009  0.28

Forces on atoms 1 to 2 (eV/Å):
0.181 -0.488 -0.254
0.262 -0.019 -0.023